Entry 1:
ORCA calculation (ωB97M-V/def2-TZVPD) on 2 unconnected molecules or ions with the total composition C4H13N3O at a distorted geometry.

```
! wB97M-V def2-TZVPD RIJCOSX def2/J DEFGRID3
* xyz 0 1
H -0.396 0.494 2.234
N -0.948 0.355 1.404
C -0.290 1.195 0.694
N 0.639 2.098 1.157
C 1.993 1.958 0.615
H -0.486 1.277 -0.370
H 0.617 2.174 2.168
H 2.045 2.359 -0.396
H 2.339 0.925 0.631
H 2.662 2.549 1.240
C 0.011 -0.712 -2.259
N 0.490 -1.055 -0.929
C -0.425 -2.009 -0.262
O -1.691 -1.490 -0.046
H 0.067 -1.532 -2.987
H 0.563 0.130 -2.682
H -1.029 -0.408 -2.160
H 1.397 -1.501 -0.971
H 0.040 -2.238 0.709
H -0.500 -2.912 -0.882
H -1.541 -0.690 0.650
*
```

Computed properties:
* SMILES: [H]/N=C\NC.CNCO
* orbital gap: 9.46 eV

Atomic partial charges in e from the natural (NBO) method, atoms 1 to 6: 0.338, -0.702, 0.362, -0.628, -0.412, 0.181

Entry 2:
ORCA calculation (ωB97M-V/def2-TZVPD) on 2 unconnected molecules or ions with the total composition C4H13N3O at a distorted geometry.

```
! wB97M-V def2-TZVPD RIJCOSX def2/J DEFGRID3
* xyz 0 1
N 0.988 0.839 2.390
C 1.103 -0.010 1.264
C -0.004 -0.345 0.589
N -1.269 0.090 1.031
C 0.027 -1.407 -0.482
C -0.464 -0.838 -1.858
N 0.499 -1.239 -2.909
H 0.578 1.757 2.250
H 1.731 0.911 3.064
H 2.107 -0.235 0.935
H -1.986 -0.581 0.785
H -1.267 0.263 2.031
H -0.688 -2.163 -0.154
H 1.029 -1.798 -0.547
H -0.392 0.236 -1.721
H -1.371 -1.343 -2.095
H 0.337 -0.688 -3.746
H 1.451 -1.053 -2.623
O -0.798 2.850 0.883
H -0.244 2.701 0.107
H -1.366 2.053 0.806
*
```

Computed properties:
* SMILES: N/C=C(\N)CCN.O
* orbital gap: 8.64 eV

Atomic partial charges in e from the natural (NBO) method, atoms 1 to 6: -0.889, -0.092, 0.117, -0.865, -0.428, -0.224

Entry 3:
ORCA calculation (ωB97M-V/def2-TZVPD) on 2 unconnected molecules or ions with the total composition C4H13N3O at a distorted geometry.

```
! wB97M-V def2-TZVPD RIJCOSX def2/J DEFGRID3
* xyz 2 1
C 1.623 -0.329 -0.290
C -1.350 -1.024 0.744
C -0.810 1.557 0.776
C -0.898 0.307 0.077
N 1.725 -1.623 -0.241
N 2.638 0.496 -0.152
N -1.214 0.535 -1.339
O 3.991 0.171 -0.014
H -0.708 -1.406 1.526
H -1.439 -1.730 -0.104
H -2.352 -0.858 1.155
H -0.073 1.408 1.509
H -1.790 1.777 1.310
H -0.464 2.461 0.180
H 0.900 -2.345 -0.212
H 2.611 -2.180 -0.521
H 2.508 1.502 -0.465
H -1.422 1.574 -1.368
H -2.031 -0.075 -1.684
H -0.397 0.201 -1.963
H 4.217 -0.203 0.887
*
```

Computed properties:
* orbital gap (spin up / spin down): 7.42 / 7.27 eV

Atomic partial charges in e from the natural (NBO) method, atoms 1 to 6: 0.369, -0.706, -0.788, 0.501, -0.804, -0.297

Entry 4:
ORCA calculation (ωB97M-V/def2-TZVPD) on a gas-phase ion, C4H13N3O3PS (charge +1) at a distorted geometry.

```
! wB97M-V def2-TZVPD RIJCOSX def2/J DEFGRID3
* xyz 1 1
C 1.028 -0.745 0.058
C 2.121 -0.038 0.867
C -0.781 -0.680 -1.606
C 0.732 -0.380 -1.371
N -3.445 1.790 0.970
N 1.677 0.024 2.328
N 0.902 1.057 -1.625
O -2.988 -1.292 0.605
O -3.553 2.287 -0.114
O -1.320 0.188 1.962
P -2.396 0.009 0.949
S -2.005 0.700 -1.341
H 0.113 -0.684 0.622
H 1.349 -1.827 -0.247
H 3.043 -0.696 0.832
H 2.253 0.933 0.369
H -0.974 -0.902 -2.652
H -1.140 -1.474 -0.954
H 1.346 -0.875 -2.140
H 1.709 -0.895 2.699
H 0.604 0.266 2.498
H 2.235 0.664 2.812
H 1.959 1.240 -1.725
H 0.541 1.429 -2.523
H -3.011 -0.099 -1.273
*
```

Computed properties:
* orbital gap (spin up / spin down): 8.20 / 8.20 eV

Atomic partial charges in e from the natural (NBO) method, atoms 1 to 6: -0.467, -0.240, -0.517, -0.055, 0.074, -0.690

Entry 5:
ORCA calculation (ωB97M-V/def2-TZVPD) on 2 unconnected molecules or ions with the total composition C4H13N4 at a distorted geometry.

```
! wB97M-V def2-TZVPD RIJCOSX def2/J DEFGRID3
* xyz 1 1
C -2.733 -1.182 0.122
C 1.228 0.089 1.232
C 1.541 -0.441 -1.149
C 0.079 1.315 -0.583
N -1.575 -1.690 0.150
N -2.292 1.406 -0.325
N -1.151 1.561 0.123
N 0.665 0.068 -0.115
H -3.692 -1.803 -0.152
H 0.470 -0.332 1.969
H 2.155 -0.548 1.222
H 1.360 1.023 1.465
H 2.025 -1.334 -0.642
H 0.900 -0.509 -2.093
H 2.240 0.334 -1.352
H 0.853 2.293 -0.526
H 0.044 1.204 -1.576
H -1.272 -2.586 -0.127
H -3.024 1.584 0.300
H -0.943 1.703 1.100
H -0.692 -1.010 0.145
*
```

Computed properties:
* orbital gap (spin up / spin down): 6.96 / 7.42 eV

Atomic partial charges in e from the natural (NBO) method, atoms 1 to 6: -0.002, -0.414, -0.412, -0.079, -0.737, -0.150

Entry 6:
ORCA calculation (ωB97M-V/def2-TZVPD) on 2 unconnected molecules or ions with the total composition C4H13NO at a distorted geometry.

```
! wB97M-V def2-TZVPD RIJCOSX def2/J DEFGRID3
* xyz 0 1
C 0.805 -1.546 0.995
C 1.076 -0.051 0.666
N -0.082 0.617 0.021
C 0.163 2.057 0.024
C -1.277 0.320 0.812
H 0.368 -2.236 0.274
H 0.212 -1.504 1.902
H 1.692 -2.074 1.403
H 1.369 0.521 1.549
H 1.958 -0.217 0.028
H 0.094 2.475 1.048
H 1.064 2.358 -0.476
H -0.687 2.556 -0.431
H -1.153 0.922 1.796
H -1.541 -0.736 0.867
H -2.067 0.706 0.171
O -0.544 -1.294 -2.343
H -0.693 -1.048 -1.414
H -0.248 -0.425 -2.651
*
```

Computed properties:
* SMILES: CCN(C)C.O
* orbital gap: 10.12 eV

Atomic partial charges in e from the natural (NBO) method, atoms 1 to 6: -0.640, -0.237, -0.452, -0.419, -0.442, 0.226

Entry 7:
ORCA calculation (ωB97M-V/def2-TZVPD) on 2 unconnected molecules or ions with the total composition C4H13NO at a distorted geometry.

```
! wB97M-V def2-TZVPD RIJCOSX def2/J DEFGRID3
* xyz 0 1
C 0.513 -1.466 0.098
C 1.093 -0.153 -0.398
C 0.826 0.096 -2.027
C 0.434 1.062 0.531
N 0.495 0.807 1.961
H -0.541 -1.569 -0.026
H 0.698 -1.591 1.129
H 1.054 -2.317 -0.443
H 2.066 -0.147 -0.129
H 1.292 1.139 -2.209
H 1.284 -0.622 -2.709
H -0.217 0.141 -2.248
H -0.472 1.348 0.013
H 1.106 1.966 0.483
H -0.411 0.644 2.374
H 0.812 1.687 2.348
O -3.454 0.018 0.310
H -3.586 -0.759 -0.227
H -2.993 -0.284 1.168
*
```

Computed properties:
* SMILES: CC(C)CN.O
* orbital gap: 10.00 eV

Atomic partial charges in e from the natural (NBO) method, atoms 1 to 6: -0.619, -0.185, -0.621, -0.224, -0.835, 0.190

Entry 8:
ORCA calculation (ωB97M-V/def2-TZVPD) on 2 unconnected molecules or ions with the total composition C4H13NO at a distorted geometry.

```
! wB97M-V def2-TZVPD RIJCOSX def2/J DEFGRID3
* xyz 0 1
C -2.597 -0.968 1.213
C -1.385 -1.015 0.258
C -1.266 -2.274 -0.577
H -3.140 -0.037 1.032
H -3.380 -1.704 1.049
H -2.311 -0.809 2.253
H -1.419 -0.122 -0.368
H -0.491 -0.880 0.874
H -0.658 -2.069 -1.458
H -2.237 -2.552 -0.978
H -0.812 -3.079 -0.014
N 2.935 1.323 0.106
C 1.724 0.981 -0.570
O 0.716 1.989 -0.525
H 2.764 1.657 1.044
H 3.482 2.003 -0.406
H 1.347 0.036 -0.187
H 1.942 0.740 -1.612
H -0.041 1.646 -0.038
*
```

Computed properties:
* SMILES: CCC.NCO
* orbital gap: 10.53 eV

Atomic partial charges in e from the natural (NBO) method, atoms 1 to 6: -0.625, -0.403, -0.605, 0.206, 0.212, 0.212

Entry 9:
ORCA calculation (ωB97M-V/def2-TZVPD) on 3 unconnected molecules or ions with the total composition C4H13NO2 at a distorted geometry.

```
! wB97M-V def2-TZVPD RIJCOSX def2/J DEFGRID3
* xyz -1 2
C -0.450 0.737 -0.655
N -0.327 -0.256 0.390
C -0.006 -1.604 -0.114
C -1.507 -3.597 -0.490
C -1.202 -2.314 -0.670
H -1.468 0.894 -0.968
H 0.209 0.564 -1.500
H -0.153 1.736 -0.313
H -1.125 -0.287 1.008
H 0.783 -1.465 -0.840
H 0.399 -2.168 0.733
H -2.365 -4.000 -1.027
H -0.935 -4.316 0.086
H -1.880 -1.691 -1.240
H 1.075 1.403 1.666
H -0.010 2.229 2.387
O 0.933 2.241 2.138
H 2.388 4.683 -0.199
H 2.704 3.260 0.122
O 2.935 3.954 -0.514
*
```

Computed properties:
* orbital gap (spin up / spin down): 2.46 / 8.76 eV

Atomic partial charges in e from the natural (NBO) method, atoms 1 to 6: -0.702, -0.719, -0.312, -0.445, -0.201, 0.156

Entry 10:
ORCA calculation (ωB97M-V/def2-TZVPD) on 3 unconnected molecules or ions with the total composition C4H13NO2 at a distorted geometry.

```
! wB97M-V def2-TZVPD RIJCOSX def2/J DEFGRID3
* xyz 0 1
C -0.230 3.291 -1.916
C -0.466 2.340 -1.003
C -0.208 0.876 -1.014
C -0.023 0.143 0.371
N -0.202 -1.301 0.290
H -0.086 3.012 -2.965
H 0.087 4.263 -1.562
H -0.937 2.792 -0.108
H -0.991 0.385 -1.602
H 0.754 0.593 -1.460
H -0.735 0.597 1.079
H 0.992 0.421 0.582
H 0.310 -1.639 1.098
H -1.181 -1.522 0.421
O -2.766 -2.495 -1.692
H -2.233 -2.457 -2.504
H -3.463 -2.983 -2.159
O 3.615 -1.989 4.445
H 3.720 -2.921 4.612
H 4.042 -1.408 5.087
*
```

Computed properties:
* SMILES: C=CCCN.O.O
* orbital gap: 9.71 eV

Atomic partial charges in e from the natural (NBO) method, atoms 1 to 6: -0.415, -0.161, -0.471, -0.197, -0.830, 0.183

Entry 11:
ORCA calculation (ωB97M-V/def2-TZVPD) on 2 unconnected molecules or ions with the total composition C4H13NO2 at a distorted geometry.

```
! wB97M-V def2-TZVPD RIJCOSX def2/J DEFGRID3
* xyz 0 1
C 2.234 0.395 -1.752
C 0.716 0.684 -2.000
C -0.264 0.498 -0.870
N 0.255 0.650 0.519
C -0.535 0.284 1.611
O -0.903 1.273 2.624
H 2.513 0.556 -0.706
H 2.437 -0.682 -1.840
H 2.758 0.824 -2.600
H 0.597 1.605 -2.565
H 0.453 -0.122 -2.702
H -0.654 -0.530 -0.898
H -1.139 1.146 -0.958
H 1.148 1.112 0.481
H -0.279 -0.655 2.138
H -1.525 0.099 1.195
H -0.035 1.601 2.842
O -2.820 -3.011 1.571
H -3.059 -2.895 2.490
H -1.898 -2.831 1.421
*
```

Computed properties:
* SMILES: CCCNCO.O
* orbital gap: 9.48 eV

Atomic partial charges in e from the natural (NBO) method, atoms 1 to 6: -0.616, -0.422, -0.201, -0.687, 0.086, -0.712

Entry 12:
ORCA calculation (ωB97M-V/def2-TZVPD) on 3 unconnected molecules or ions with the total composition C4H13NO2 at a distorted geometry.

```
! wB97M-V def2-TZVPD RIJCOSX def2/J DEFGRID3
* xyz 0 1
C -1.208 -1.558 1.580
C -0.849 -0.503 0.835
N -0.390 -0.640 -0.455
C -1.050 0.937 1.229
C -1.987 1.233 2.420
H -1.526 -1.378 2.594
H -1.151 -2.569 1.203
H -0.393 0.104 -1.126
H -0.088 -1.532 -0.795
H -1.482 1.458 0.382
H -0.084 1.375 1.471
H -2.997 1.426 2.056
H -2.038 0.413 3.135
H -1.656 2.094 2.980
O 3.098 1.531 -2.982
H 3.851 1.371 -2.404
H 3.524 1.459 -3.846
O 1.846 -1.864 -2.623
H 2.707 -2.153 -2.333
H 1.871 -1.204 -3.320
*
```

Computed properties:
* SMILES: C=C(N)CC.O.O
* orbital gap: 7.96 eV

Atomic partial charges in e from the natural (NBO) method, atoms 1 to 6: -0.560, 0.212, -0.824, -0.441, -0.598, 0.195

Number 1: molecular weight 119.17 g/mol, E_tot -10875.131 eV. Number 2: molecular weight 119.17 g/mol, E_tot -10875.990 eV. Number 3: molecular weight 119.17 g/mol, E_tot -10854.291 eV. Number 4: molecular weight 214.21 g/mol, E_tot -35086.432 eV. Number 5: molecular weight 117.18 g/mol, E_tot -10306.529 eV. Number 6: molecular weight 91.15 g/mol, E_tot -7895.281 eV. Number 7: molecular weight 91.15 g/mol, E_tot -7895.247 eV. Number 8: molecular weight 91.15 g/mol, E_tot -7895.855 eV. Number 9: molecular weight 107.15 g/mol, E_tot -9941.681 eV. Number 10: molecular weight 107.15 g/mol, E_tot -9941.896 eV. Number 11: molecular weight 107.15 g/mol, E_tot -9942.294 eV. Number 12: molecular weight 107.15 g/mol, E_tot -9943.264 eV.